The following is a DFT calculation (wB97M-V/def2-TZVPD) of 2 unconnected molecules or ions with the total composition C4H9Cl2NSi at a distorted geometry.

2S+1 = 1
energy relative to the best compared isomer or geometry (same formula, charge and spin) = 291.7 kJ/mol
frontier orbital gap = 5.6 eV
E_LUMO = -1.961 eV
max |F| = 0.0642 hartree/bohr

Structure (XYZ):
```
17
C4H9Cl2NSi, DFT wB97M-V/def2-TZVPD
Cl -1.7189 1.3407 -1.9318
Cl 2.9299 1.9107 -1.9604
Si -0.6488 0.7880 -0.3499
N -0.6623 -0.9297 -0.1400
C 0.6637 2.6533 1.3520
C 0.2016 -1.7242 0.9070
C 0.6906 1.9560 0.2205
C -1.2597 -1.8017 -1.0898
H -0.6251 -2.1685 -1.9862
H -0.3930 -1.6702 1.8936
H 1.5920 1.9853 -0.4410
H -2.1247 -1.3143 -1.5932
H 0.4612 -2.7253 0.5830
H 1.1007 -1.2275 1.2323
H -0.1163 2.5509 2.0817
H -1.6402 -2.7207 -0.5280
H 1.5493 3.0973 1.7501
```

The Mulliken scheme yields these atomic charges, measured in e: -0.151, -0.728, 0.500, 0.230, -0.644, -0.880, 0.245, -0.994, 0.288, 0.293, -0.160, 0.323, 0.381, 0.345, 0.254, 0.381, 0.315